ORCA calculation (wB97M-V/def2-TZVPD) on C50H53Ge2I2N5OPdS4 as an isolated structure at a distorted geometry.

**Net charge**: -2
**Largest force on an atom**: 1.8 eV/A
**ΔE to the lowest compared entry with this formula, charge and spin**: 0.0 kJ/mol
**Gap between HOMO and LUMO**: 5.61 eV
**Multiplicity**: 1
**Highest occupied orbital energy**: -1.964 eV
**Calculated total energy**: -8756.3341 a.u.

Last column: Mulliken charge in e.
Atoms and positions in Å:
Pd  -2.3011  0.4424  -1.8886  -0.808
C  3.6042  -5.4782  1.3084  -1.716
C  3.4488  -4.1670  0.5856  0.926
C  3.6581  -2.9598  1.2400  -0.473
C  3.5676  -1.7431  0.5759  1.008
C  3.7080  -0.4482  1.3264  -1.942
C  3.3087  -1.7390  -0.7976  0.232
C  3.0590  -2.9365  -1.4691  1.191
C  2.7353  -2.9597  -2.9408  -1.849
C  3.1176  -4.1334  -0.7613  -0.701
C  3.4853  -0.4647  -1.5614  -0.880
C  4.7960  -0.2299  -1.9830  0.234
C  5.1229  0.9154  -2.6821  -1.111
C  4.1302  1.8428  -2.9492  0.108
C  2.8165  1.6241  -2.5492  -0.585
C  2.4672  0.4507  -1.8525  0.177
Ge  0.5328  0.0226  -1.6355  0.750
S  -0.3769  -0.2764  -3.5291  -0.755
S  0.2430  -1.4898  0.0667  0.439
Ge  -1.5356  -0.2181  0.6789  1.474
S  -3.4883  -0.7608  -0.0375  -1.024
S  -0.5674  1.5877  -0.3711  -0.154
C  -1.7118  0.0842  2.6499  -0.865
C  -2.0907  1.3416  3.1598  -0.328
C  -2.3799  1.4942  4.5130  0.079
C  -2.3144  0.4251  5.3853  -1.083
C  -1.9470  -0.8155  4.8985  0.306
C  -1.6506  -0.9967  3.5505  -0.721
C  -1.2384  -2.3776  3.1484  0.438
C  0.1122  -2.7261  3.1815  0.778
C  1.1742  -1.7457  3.5975  -0.774
C  0.4893  -4.0201  2.8381  -0.278
C  -0.4462  -4.9736  2.4684  0.628
C  -0.0199  -6.3585  2.0648  -1.661
C  -1.7884  -4.6184  2.4781  -0.899
C  -2.2049  -3.3401  2.8278  1.291
C  -3.6743  -3.0252  2.8745  -1.481
C  -2.2039  2.5687  2.3118  0.296
C  -1.1068  3.4142  2.1553  0.690
C  0.2279  3.1200  2.7906  -1.434
C  -1.2419  4.5640  1.3810  -0.257
C  -2.4356  4.8860  0.7565  0.390
C  -2.5779  6.1021  -0.1114  -1.348
C  -3.5253  4.0420  0.9484  -0.992
C  -3.4381  2.9036  1.7328  1.773
C  -4.6635  2.0659  1.9827  -1.427
C  1.8366  2.7124  -2.8498  0.824
C  1.2815  2.8535  -4.1194  1.105
C  1.5995  1.9111  -5.2499  -2.132
C  0.4295  3.9265  -4.3670  -0.873
C  0.1279  4.8654  -3.3972  0.785
C  -0.7783  6.0243  -3.6958  -1.389
C  0.7117  4.7180  -2.1398  -0.581
C  1.5713  3.6689  -1.8574  0.744
C  2.2697  3.6038  -0.5250  -1.050
H  3.7975  -5.3215  2.3705  0.352
H  4.4366  -6.0552  0.8979  0.463
H  2.7062  -6.0913  1.2177  0.223
H  3.9008  -2.9659  2.2984  0.219
H  4.1200  -0.6137  2.3229  0.451
H  2.7215  0.0151  1.4324  0.127
H  4.3411  0.2624  0.7947  0.489
H  2.3477  -2.0058  -3.2948  0.081
H  1.9804  -3.7189  -3.1510  0.385
H  3.6247  -3.1977  -3.5315  0.334
H  2.9124  -5.0639  -1.2846  0.445
H  5.5557  -0.9683  -1.7502  0.461
H  6.1397  1.0829  -3.0171  0.368
H  4.3605  2.7574  -3.4841  0.470
H  -2.6587  2.4786  4.8726  0.454
H  -2.5450  0.5571  6.4358  0.403
H  -1.8893  -1.6710  5.5630  0.438
H  0.8001  -0.7244  3.6356  -0.175
H  1.9993  -1.7747  2.8905  -0.485
H  1.5633  -1.9991  4.5885  0.445
H  1.5437  -4.2766  2.8434  0.348
H  0.8184  -6.7070  2.6715  0.391
H  0.2977  -6.3812  1.0198  0.201
H  -0.8407  -7.0683  2.1696  0.426
H  -2.5348  -5.3558  2.2026  0.322
H  -4.2587  -3.9457  2.8978  0.516
H  -3.9698  -2.4492  1.9959  0.082
H  -3.9255  -2.4257  3.7506  0.300
H  0.2496  2.1427  3.2706  0.150
H  0.4707  3.8731  3.5454  0.417
H  1.0163  3.1397  2.0372  0.023
H  -0.3776  5.2078  1.2429  0.155
H  -1.6505  6.6773  -0.1423  0.363
H  -3.3777  6.7512  0.2501  0.439
H  -2.8524  5.8257  -1.1304  -0.014
H  -4.4665  4.2802  0.4638  0.433
H  -5.5390  2.5331  1.5324  0.467
H  -4.8425  1.9463  3.0543  0.267
H  -4.5482  1.0698  1.5525  0.155
H  2.1431  1.0316  -4.9126  0.195
H  2.1996  2.4229  -6.0093  0.449
H  0.6779  1.5639  -5.7161  0.375
H  -0.0195  4.0225  -5.3502  0.265
H  -1.2095  5.9489  -4.6925  0.328
H  -0.2314  6.9690  -3.6224  0.331
H  -1.6186  6.0712  -3.0060  0.027
H  0.4878  5.4421  -1.3624  0.174
H  1.9504  4.4298  0.1113  0.451
H  3.3543  3.6629  -0.6522  0.449
H  2.0589  2.6686  -0.0026  -0.264
O  -4.7642  -0.2111  -3.3880  -0.360
C  -3.8804  0.3724  -2.9358  -0.017
I  -3.6907  2.7146  -2.9705  0.014
I  -4.7417  5.9861  -3.7226  -0.811
N  -0.9378  -4.6445  -1.0664  -0.499
N  -1.8057  -4.1227  -2.0231  0.738
N  -2.5557  -4.8582  -2.8199  -1.096
C  -3.2171  -3.8965  -3.4588  -0.326
N  -2.8806  -2.6631  -3.0537  -0.609
N  -1.9690  -2.8442  -2.1306  0.927
H  -0.2197  -5.1513  -1.5747  0.273
H  -0.5333  -3.8168  -0.6105  0.042
H  -3.9490  -4.0966  -4.2216  0.464

Cartesian forces, eV/Å:
-1.122 1.042 -0.895
-0.036 -0.025 0.003
0.054 0.018 -0.034
0.009 0.009 0.021
0.083 -0.050 -0.006
0.025 -0.001 -0.017
0.063 -0.004 -0.095
-0.088 -0.011 -0.004
0.018 0.004 -0.006
-0.054 -0.005 0.036
-0.031 -0.037 -0.048
-0.009 0.009 0.044
-0.013 -0.004 -0.024
0.059 0.028 -0.007
-0.054 0.037 0.083
0.099 -0.012 -0.094
0.403 -0.042 0.426
-0.104 -0.069 0.193
0.029 -0.149 0.099
0.270 -0.130 0.616
0.312 0.064 -0.087
-0.223 -0.190 -0.180
-0.024 -0.036 0.216
0.031 -0.081 -0.130
0.004 0.086 0.030
0.004 -0.024 0.053
-0.030 -0.035 0.022
0.028 0.066 -0.091
-0.061 0.071 -0.065
0.007 -0.030 -0.036
-0.006 0.046 0.012
0.000 -0.001 -0.004
-0.002 0.003 0.024
0.026 -0.023 -0.007
0.004 0.006 0.000
0.009 -0.034 -0.003
0.003 0.046 -0.024
0.042 -0.024 0.010
-0.021 0.041 0.030
0.020 -0.041 -0.020
-0.010 0.006 0.001
0.020 -0.011 -0.008
0.064 0.019 0.001
-0.033 0.002 -0.005
-0.046 -0.012 0.030
0.033 -0.008 -0.019
0.023 -0.010 0.007
-0.010 -0.014 -0.024
-0.001 -0.008 -0.010
-0.012 -0.025 -0.021
-0.009 0.011 0.064
0.027 0.020 0.005
-0.003 -0.009 -0.038
0.025 0.044 -0.043
-0.024 -0.028 0.040
-0.005 -0.001 0.003
0.009 0.008 0.004
0.004 0.006 -0.001
-0.013 -0.001 0.006
-0.015 0.004 0.007
-0.003 0.009 -0.007
0.024 -0.002 0.005
-0.039 -0.015 0.005
0.004 -0.010 -0.015
0.006 0.009 0.000
0.031 -0.008 -0.010
0.001 0.000 0.005
0.010 0.016 0.011
0.003 0.003 -0.001
-0.014 0.001 -0.013
-0.003 0.002 0.010
0.019 -0.006 0.000
0.005 -0.012 -0.012
0.030 -0.014 -0.014
0.001 0.005 0.002
0.009 -0.009 0.020
-0.016 -0.002 0.010
-0.030 0.022 -0.039
-0.007 -0.008 -0.001
-0.012 -0.012 0.004
-0.006 0.005 -0.012
-0.012 0.040 -0.039
-0.005 -0.021 0.003
0.004 0.012 -0.010
0.002 -0.001 0.010
0.015 0.003 -0.010
0.003 0.014 0.001
-0.010 0.007 -0.007
0.009 0.021 0.010
-0.031 -0.018 -0.049
0.001 0.002 -0.001
0.001 -0.002 -0.012
-0.011 0.014 0.007
-0.008 -0.019 -0.002
-0.014 -0.006 0.000
0.013 -0.001 0.002
-0.003 0.006 -0.003
-0.012 -0.010 -0.005
0.007 0.004 -0.010
-0.014 0.007 -0.004
-0.042 -0.013 0.031
0.007 0.015 0.003
-0.011 -0.002 0.010
0.000 0.008 0.008
-0.005 -0.019 -0.012
-0.056 0.080 -0.140
0.430 -0.568 0.347
0.059 0.049 -0.028
-0.046 0.164 0.008
-0.166 -0.136 -0.086
0.078 -0.126 0.128
0.030 0.035 0.116
-0.003 0.063 -0.055
-0.071 -0.475 -0.007
-0.084 0.358 -0.217
0.134 0.146 0.072
0.044 -0.112 -0.034
0.008 -0.004 -0.011